18 unconnected molecules or ions with the total composition C15H61BIO22P, computed with ωB97M-V/def2-TZVPD.

Properties
ΔE to the lowest compared entry with this formula, charge and spin, kcal/mol: 254.0
LUMO, eV: -0.6
Charge: 0

Last column: Mulliken charge in e.
Positions of all 101 atoms, in Å:
C1 1.246 1.535 2.255  -1.137
C2 1.523 0.740 1.100  -0.310
P1 2.098 -0.001 -0.563  1.930
C3 2.947 1.567 -1.166  -1.328
C4 4.302 2.062 -0.445  -0.178
C5 4.128 2.832 1.007  -0.821
I1 5.911 3.968 1.559  0.110
C6 0.828 0.176 -2.032  -0.623
C7 -0.709 0.435 -1.528  -0.873
C8 -1.737 -0.844 -1.842  0.379
C9 -3.047 -0.581 -0.842  -0.294
C10 -4.429 -1.285 -1.371  -0.168
O1 -5.606 -0.506 -0.879  -0.414
C11 -5.485 -0.214 0.558  0.562
C12 -5.509 1.315 1.207  -0.589
O2 -5.330 -1.227 1.433  -0.577
C13 1.119 -1.580 -0.068  -0.755
C14 2.048 -2.353 1.248  0.712
C15 1.216 -3.653 2.023  -1.218
O3 2.490 -3.820 0.987  -0.466
B1 3.583 -1.151 -0.891  0.573
O4 3.600 -2.044 -2.104  -0.600
O5 4.803 -1.281 -0.021  -0.588
H1 0.889 2.416 2.978  0.358
H2 3.197 1.423 -2.325  0.359
H3 2.171 2.475 -1.141  0.401
H4 5.163 1.288 -0.301  0.103
H5 4.770 2.902 -1.158  0.395
H6 3.123 3.430 0.985  0.382
H7 4.027 1.956 1.812  0.330
H8 0.942 -0.829 -2.666  -0.005
H9 1.101 1.046 -2.767  0.543
H10 -1.156 1.349 -2.111  0.508
H11 -0.835 0.663 -0.387  0.236
H12 -2.145 -0.824 -2.944  -0.027
H13 -1.221 -1.881 -1.661  0.143
H14 -3.233 0.597 -0.901  0.088
H15 -2.723 -0.929 0.242  0.006
H16 -4.582 -2.391 -0.988  0.173
H17 -4.478 -1.209 -2.557  0.224
H18 -6.627 1.621 1.429  0.291
H19 -4.850 1.410 2.183  0.297
H20 -5.089 2.132 0.455  0.127
H21 0.118 -1.353 0.493  0.049
H22 1.045 -2.391 -0.909  0.409
H23 2.757 -1.602 1.963  0.223
H24 1.484 -3.094 3.046  0.235
H25 1.643 -4.647 2.417  0.403
H26 4.547 -2.131 -2.452  0.312
H27 4.634 -0.583 0.704  0.298
O6 2.431 -6.748 1.516  -0.635
H28 2.772 -5.895 1.207  0.388
H29 2.216 -7.223 0.700  0.300
O7 -5.272 2.723 3.701  -0.579
H30 -4.676 2.500 4.432  0.299
H31 -6.034 3.133 4.136  0.279
O8 -0.514 2.127 -4.142  -0.616
H32 -0.891 1.283 -4.432  0.301
H33 -1.077 2.793 -4.565  0.296
O9 3.534 6.480 0.467  -0.552
H34 4.264 5.918 0.768  0.169
H35 3.220 6.909 1.277  0.300
O10 -1.972 -2.481 1.817  -0.708
H36 -1.376 -2.705 2.549  0.296
H37 -2.734 -2.072 2.253  0.305
O11 -3.154 5.366 4.052  -0.635
H38 -3.676 6.124 3.748  0.322
H39 -3.751 4.611 3.942  0.331
O12 8.028 3.322 4.376  -0.635
H40 7.572 3.487 3.537  0.152
H41 8.019 4.183 4.821  0.321
O13 0.316 -2.138 -4.553  -0.589
H42 -0.353 -2.836 -4.619  0.342
H43 1.155 -2.605 -4.687  0.296
O14 -3.172 -5.303 2.373  -0.670
H44 -2.738 -4.449 2.228  0.424
H45 -3.772 -5.392 1.618  0.302
O15 -2.303 -3.248 -4.029  -0.664
H46 -3.118 -3.391 -3.523  0.277
H47 -2.461 -2.415 -4.497  0.320
O16 1.781 8.439 -1.663  -0.647
H48 2.332 8.034 -0.977  0.340
H49 2.405 8.639 -2.377  0.316
O17 -7.372 -3.657 2.087  -0.650
H50 -6.938 -2.802 1.942  0.346
H51 -7.972 -3.746 1.331  0.304
O18 4.787 7.155 -2.380  -0.609
H52 4.220 6.455 -2.736  0.317
H53 5.176 6.759 -1.586  0.287
O19 -2.564 -5.981 -0.068  -0.622
H54 -2.013 -6.386 0.619  0.432
H55 -1.940 -5.781 -0.781  0.238
O20 8.052 -1.017 -0.920  -0.641
H56 7.238 -1.159 -0.415  0.338
H57 7.894 -0.184 -1.389  0.314
O21 -5.864 4.407 0.626  -0.622
H58 -5.313 4.002 1.313  0.319
H59 -5.240 4.607 -0.087  0.325
O22 -0.953 -8.223 -0.456  -0.642
H60 -1.154 -7.735 -1.268  0.312
H61 -1.710 -8.817 -0.346  0.318